(1)
The following is a DFT calculation (ωB97M-V with the def2-TZVPD basis set) of a molecular structure, C4H10FN3 in a non-equilibrium geometry.

Each line ends with the Mulliken charge.
Cartesian coordinates (Å):
C  -0.62  -0.64  1.55  -1.119
C  -0.16  -0.35  0.10  1.005
C  -1.09  0.78  -0.27  -1.005
C  1.29  0.32  0.04  -0.084
H  -1.37  -1.57  1.62  0.274
H  0.60  -0.87  2.16  0.259
H  -1.09  0.41  2.01  0.281
H  -1.31  -1.91  -0.68  0.354
H  -0.27  -0.79  -1.78  0.383
H  -0.99  1.29  -1.20  0.535
H  -1.17  1.74  0.31  0.427
H  3.46  -0.35  -0.42  0.289
H  2.12  -1.62  -0.71  0.305
H  2.32  2.13  0.12  0.250
N  -0.35  -1.45  -0.85  -0.674
N  2.35  -0.66  -0.12  -0.537
N  1.30  1.69  -0.01  -0.589
F  -2.43  0.42  -0.34  -0.356

Gap between HOMO and LUMO ... 9.95 eV
Charge ... 0
HOMO energy ... -9.3 eV

---

(2)
The following is a DFT calculation (ωB97M-V with the def2-TZVPD basis set) of 8 unconnected molecules or ions with the total composition C14H43ClN9O8 in a non-equilibrium geometry.

Each line ends with the Mulliken charge.
Cartesian coordinates (Å):
Cl  -0.43  -0.01  0.77  -0.744
C  2.86  -0.27  3.18  0.444
O  3.78  -0.01  3.97  -0.758
N  1.62  0.21  3.37  0.093
N  3.00  -1.02  2.04  -0.160
H  1.52  0.86  4.13  0.189
H  0.89  0.19  2.66  -0.141
H  2.14  -1.20  1.53  0.064
H  3.86  -1.43  1.76  0.168
C  -1.16  3.69  1.79  0.591
O  -2.10  3.39  1.07  -0.549
N  -0.93  5.02  2.11  -0.461
N  -0.23  2.82  2.32  0.004
H  -0.10  5.21  2.64  0.141
H  -1.43  5.71  1.59  0.227
H  0.60  3.26  2.64  0.225
H  -0.36  1.86  1.97  -0.289
C  -0.49  -4.40  2.14  0.606
O  -1.10  -4.82  1.16  -0.633
N  -0.10  -3.10  2.30  -0.021
N  -0.23  -5.18  3.24  -0.413
H  0.43  -2.83  3.11  0.159
H  -0.36  -2.39  1.63  -0.028
H  -0.44  -6.16  3.23  0.222
H  0.31  -4.81  3.99  0.144
C  -0.95  3.07  -2.31  0.525
O  -2.02  3.05  -1.72  -0.574
N  -0.65  4.04  -3.26  -0.447
N  0.01  2.13  -2.17  0.055
H  0.13  3.96  -3.88  0.151
H  -0.99  4.98  -3.15  0.217
H  0.85  2.21  -2.69  0.102
H  -0.25  1.34  -1.59  -0.273
C  -1.78  0.27  4.75  -0.587
C  -3.13  -0.02  4.13  -0.258
O  -3.21  0.63  2.88  -0.464
H  -1.67  1.33  4.98  0.234
H  -0.96  -0.10  4.12  -0.021
H  -1.53  -0.29  5.66  0.406
H  -3.97  0.23  4.79  0.320
H  -3.21  -1.11  4.00  0.230
H  -2.43  0.34  2.38  0.199
C  4.42  3.00  -0.03  -1.525
C  3.37  1.92  -0.19  0.711
O  2.08  2.52  0.02  -0.452
H  5.40  2.63  -0.35  0.392
H  4.46  3.27  1.03  0.339
H  4.24  3.91  -0.60  0.345
H  3.47  1.22  0.64  -0.035
H  3.41  1.45  -1.17  0.046
H  1.45  1.80  0.21  0.214
C  -2.09  -0.31  -5.55  -0.511
O  -2.32  -1.69  -5.73  -0.389
C  -3.06  -2.26  -4.64  -0.751
C  -2.41  -2.18  -3.28  -0.408
N  -1.11  -2.85  -3.17  -0.426
C  -0.51  -2.53  -1.87  0.075
C  0.95  -2.94  -1.85  -0.595
O  1.76  -2.03  -2.55  -0.462
C  2.21  -0.91  -1.79  -0.022
H  -3.05  0.21  -5.43  0.298
H  -1.57  0.08  -6.43  0.295
H  -1.43  -0.06  -4.71  0.104
H  -4.10  -1.90  -4.66  0.405
H  -3.23  -3.27  -5.03  0.321
H  -2.30  -1.12  -3.03  0.229
H  -3.04  -2.69  -2.56  0.380
H  -0.52  -2.36  -3.86  0.346
H  -0.59  -1.47  -1.58  -0.201
H  -1.11  -3.05  -1.11  0.336
H  1.28  -3.16  -0.82  0.312
H  1.14  -3.92  -2.31  0.331
H  1.43  -0.15  -1.82  0.019
H  3.13  -0.61  -2.30  0.263
H  2.50  -1.21  -0.78  0.116

Gap between HOMO and LUMO ... 8.99 eV
Charge ... -1
HOMO energy ... -6.4 eV

---

(3)
The following is a DFT calculation (ωB97M-V with the def2-TZVPD basis set) of a molecular structure, C21H40P2Pt in a non-equilibrium geometry.

Each line ends with the Mulliken charge.
Cartesian coordinates (Å):
P  1.16  -0.83  -3.30  1.245
P  -1.85  -2.56  -1.00  0.510
C  0.24  -2.44  -3.20  -1.279
C  -1.27  -2.53  -2.77  -1.103
H  0.85  -3.21  -2.69  0.600
H  0.29  -2.78  -4.25  0.635
H  -1.85  -1.79  -3.34  0.454
H  -1.63  -3.48  -3.19  0.680
C  -1.38  -4.12  -0.25  -1.287
H  -1.54  -4.08  0.84  0.422
H  -0.32  -4.32  -0.45  0.414
H  -1.97  -4.95  -0.66  0.456
C  -3.68  -2.59  -1.19  -1.329
H  -4.02  -3.57  -1.57  0.476
H  -4.03  -1.83  -1.89  0.434
H  -4.18  -2.42  -0.23  0.419
C  2.89  -1.27  -3.61  -1.403
H  3.54  -0.44  -3.29  0.422
H  3.06  -1.47  -4.67  0.483
H  3.15  -2.16  -3.03  0.435
C  0.51  -0.06  -4.81  -1.319
H  -0.58  -0.21  -4.92  0.375
H  1.00  -0.50  -5.69  0.476
H  0.70  1.03  -4.83  0.425
Pt  1.23  -0.02  2.93  0.408
C  -1.73  -1.04  -0.02  0.075
C  -0.39  -1.61  0.25  -0.399
C  0.96  -1.48  -0.31  -0.459
C  1.62  -0.09  -0.59  0.899
C  1.29  0.49  -2.02  0.552
C  0.07  1.27  -1.79  -1.997
C  -1.17  0.57  -1.80  0.919
C  -1.82  0.40  -0.43  -1.180
C  1.54  2.87  1.34  -0.909
H  -2.38  -1.21  0.84  0.847
H  -0.27  -1.85  1.34  0.432
H  1.03  -2.09  -1.24  -0.390
H  1.66  -2.00  0.37  0.734
H  1.37  0.59  0.24  -1.457
H  2.71  -0.26  -0.54  0.539
H  2.12  1.13  -2.35  0.806
H  0.06  2.32  -2.01  0.476
H  -1.05  -0.43  -2.26  -1.419
H  -1.87  1.07  -2.49  0.718
H  -1.35  1.04  0.32  0.286
H  -2.86  0.68  -0.52  0.454
H  1.05  3.84  1.55  0.350
H  1.27  2.57  0.32  -0.108
H  2.63  2.97  1.37  0.285
C  -0.08  4.04  4.04  -1.754
C  0.35  2.70  4.62  2.690
C  1.63  2.80  5.46  -1.556
C  -0.72  2.13  5.52  -1.602
C  0.64  1.77  3.53  -1.070
C  1.08  1.82  2.27  -0.337
H  -0.27  4.72  4.87  0.448
H  -1.01  3.93  3.46  0.382
H  0.70  4.49  3.40  0.347
H  1.42  3.44  6.33  0.418
H  1.89  1.79  5.83  0.409
H  2.47  3.23  4.90  0.345
H  -1.69  2.12  5.01  0.357
H  -0.44  1.11  5.82  0.388
H  -0.78  2.75  6.41  0.435

Gap between HOMO and LUMO (alpha / beta) ... 4.55 / 6.72 eV
Multiplicity ... 5
Charge ... +2
HOMO energy (alpha / beta) ... -10.2 / -13.9 eV

---

(4)
The following is a DFT calculation (ωB97M-V with the def2-TZVPD basis set) of 2 unconnected molecules or ions with the total composition C4H11NO2 in a non-equilibrium geometry.

Each line ends with the Mulliken charge.
Cartesian coordinates (Å):
C  1.48  0.01  1.29  -0.057
N  0.36  -0.53  0.75  -0.211
C  -1.04  1.60  0.84  -1.155
C  -0.97  0.08  0.54  0.542
C  -1.38  -0.25  -0.89  -1.504
O  1.54  0.95  2.05  -0.550
H  2.36  -0.60  1.01  0.331
H  0.44  -1.46  0.38  0.301
H  -0.04  2.01  0.86  0.370
H  -1.70  2.00  0.08  0.327
H  -1.45  1.76  1.83  0.295
H  -1.66  -0.48  1.17  0.159
H  -0.68  0.21  -1.60  0.349
H  -2.36  0.12  -1.19  0.406
H  -1.34  -1.32  -1.06  0.407
H  2.49  -1.51  -2.73  0.304
H  2.00  -0.90  -1.40  0.300
O  1.95  -1.68  -1.95  -0.614

Gap between HOMO and LUMO ... 10.35 eV
SMILES string ... CC(C)NC=O.O
Charge ... 0
HOMO energy ... -9.7 eV

---

(5)
The following is a DFT calculation (ωB97M-V with the def2-TZVPD basis set) of a molecular structure, C35H71O17PbS8 in a non-equilibrium geometry.

Each line ends with the Mulliken charge.
Cartesian coordinates (Å):
Pb  -0.06  -0.05  -0.17  7.185
C  1.61  0.25  -4.05  -0.478
C  0.69  1.33  -3.50  0.578
C  -0.34  1.72  -4.56  -1.519
O  0.19  1.07  -2.25  0.027
H  1.23  -0.75  -3.79  -0.323
H  2.62  0.20  -3.62  -0.143
H  1.72  0.27  -5.13  0.437
H  1.32  2.25  -3.39  -0.260
H  -1.08  2.41  -4.16  0.165
H  -0.88  0.83  -4.93  0.183
H  0.15  2.17  -5.43  0.462
C  -6.20  -1.48  0.51  -0.959
C  -5.85  -0.01  0.68  -0.600
C  -4.73  0.06  1.72  -0.186
S  -3.64  -1.29  1.32  1.422
O  -3.22  -1.98  2.51  -0.999
O  -2.68  -0.79  0.36  -0.847
C  -4.90  -2.30  0.51  -0.363
H  -6.76  -1.67  -0.41  0.427
H  -6.85  -1.79  1.33  0.268
H  -6.69  0.61  1.00  0.530
H  -5.50  0.48  -0.23  0.202
H  -5.18  -0.20  2.68  0.457
H  -4.20  1.00  1.80  -0.382
H  -4.93  -3.26  1.02  0.547
H  -4.61  -2.48  -0.53  -0.193
C  -3.57  4.53  -1.98  -0.699
C  -3.96  5.03  -0.58  -0.956
C  -3.48  3.99  0.41  -0.421
S  -1.85  3.55  -0.20  1.298
O  -1.59  2.15  -0.06  -0.307
O  -0.92  4.51  0.35  -0.888
C  -2.17  3.93  -1.93  -0.049
H  -3.74  5.31  -2.72  0.392
H  -4.30  3.73  -2.16  0.268
H  -5.04  5.14  -0.48  0.435
H  -3.53  6.02  -0.36  0.329
H  -4.08  3.08  0.27  -0.170
H  -3.40  4.21  1.47  0.604
H  -2.10  2.98  -2.45  -0.671
H  -1.38  4.62  -2.21  0.621
C  -0.78  -5.83  -0.06  -0.784
C  0.56  -5.32  -0.61  -0.083
C  1.30  -4.70  0.56  -0.523
S  0.05  -3.79  1.45  1.228
O  -0.05  -2.47  0.88  -1.398
O  0.29  -3.90  2.87  -0.913
C  -1.33  -4.87  0.98  -0.140
H  -0.61  -6.81  0.39  0.324
H  -1.50  -5.95  -0.87  0.368
H  0.40  -4.53  -1.36  -0.223
H  1.08  -6.13  -1.11  0.578
H  2.16  -4.07  0.31  -0.139
H  1.61  -5.49  1.25  0.495
H  -2.21  -4.27  0.81  -0.468
H  -1.50  -5.37  1.94  0.658
C  5.23  -2.42  -2.88  -0.903
C  5.68  -0.98  -2.57  -0.683
C  4.82  -0.44  -1.43  -0.444
S  3.62  -1.70  -0.99  0.754
O  2.30  -1.16  -0.84  -0.689
O  4.18  -2.54  0.05  -0.954
C  3.76  -2.52  -2.57  -0.332
H  5.82  -3.17  -2.34  0.346
H  5.48  -2.74  -3.90  0.437
H  5.55  -0.36  -3.45  0.315
H  6.74  -0.99  -2.32  0.322
H  4.16  0.35  -1.79  -0.149
H  5.25  0.07  -0.57  0.712
H  3.17  -1.90  -3.25  -0.003
H  3.20  -3.45  -2.49  0.483
C  4.70  -0.45  3.59  -0.352
C  4.44  -1.91  3.96  -0.842
C  3.15  -2.32  3.26  -0.234
S  2.10  -0.85  3.30  0.797
O  1.12  -0.92  4.35  -0.894
O  1.73  -0.49  1.95  0.088
C  3.39  0.29  3.85  -0.409
H  4.89  -0.32  2.52  -0.005
H  5.55  -0.07  4.16  0.471
H  4.44  -2.08  5.04  0.332
H  5.24  -2.53  3.54  0.373
H  2.52  -3.12  3.66  0.570
H  3.39  -2.49  2.21  -0.180
H  3.30  0.37  4.94  0.459
H  3.29  1.31  3.47  -0.245
C  -2.80  -2.78  -4.98  -0.912
C  -3.22  -1.35  -4.60  -0.250
C  -3.35  -1.30  -3.09  -0.444
S  -2.09  -2.43  -2.45  1.003
O  -2.68  -3.50  -1.69  -0.849
O  -1.00  -1.66  -1.90  -1.161
C  -1.61  -3.02  -4.06  -0.578
H  -2.44  -2.87  -6.00  0.474
H  -3.64  -3.45  -4.77  0.318
H  -4.13  -1.02  -5.11  0.429
H  -2.44  -0.69  -4.97  -0.142
H  -4.27  -1.74  -2.72  0.434
H  -3.20  -0.31  -2.65  0.032
H  -1.14  -4.00  -3.99  0.487
H  -0.81  -2.33  -4.35  0.190
C  -0.27  2.56  5.31  -0.786
C  -0.86  1.25  5.88  -0.632
C  -1.76  0.57  4.86  -1.023
S  -1.46  1.38  3.28  0.808
O  -2.59  2.25  2.99  -0.948
O  -1.06  0.43  2.29  -0.400
C  -0.08  2.36  3.82  0.337
H  0.64  2.84  5.83  0.390
H  -1.05  3.32  5.41  0.332
H  -1.41  1.47  6.79  0.396
H  -0.04  0.60  6.20  0.244
H  -2.82  0.58  5.08  0.663
H  -1.49  -0.47  4.65  0.299
H  0.01  3.22  3.15  0.457
H  0.84  1.83  3.55  -0.736
C  2.99  5.12  -0.71  -0.802
C  3.63  5.08  0.68  -0.873
C  2.85  4.03  1.45  -0.683
S  2.66  2.69  0.29  0.962
O  1.33  2.14  0.40  -0.946
O  3.83  1.85  0.38  -0.806
C  2.81  3.69  -1.20  -0.220
H  3.53  5.80  -1.38  0.427
H  2.03  5.62  -0.60  0.237
H  3.66  6.03  1.21  0.447
H  4.68  4.78  0.60  0.304
H  1.87  4.45  1.68  0.205
H  3.26  3.70  2.40  0.484
H  1.80  3.65  -1.60  -0.275
H  3.51  3.27  -1.91  0.561

Gap between HOMO and LUMO ... 7.92 eV
Charge ... +1
HOMO energy ... -9.4 eV